DFT (wB97M-V/def2-TZVPD) results for C30H47ClF10IKMgN2O10S3V as an isolated structure at a distorted geometry.

CARTESIAN COORDINATES (ANGSTROEM)
C 0.565 -2.253 2.672
C 0.241 -1.558 1.255
I -0.305 0.554 1.572
C -1.121 -2.263 0.671
C -2.324 -2.318 1.740
C -3.717 -2.102 0.917
S -4.700 -3.719 0.872
C -6.223 -3.388 -0.190
S -6.266 -4.013 -1.752
N -7.281 -2.589 0.452
C -7.903 -3.326 1.594
C -8.966 -2.362 2.351
O -9.113 -1.052 1.706
C -9.496 -1.374 0.336
C -8.289 -2.070 -0.521
O 1.251 -1.760 0.223
C 2.490 -1.118 0.522
O 3.424 -1.614 1.297
C 2.861 0.325 -0.182
C 4.448 0.542 -0.416
C 4.614 2.011 -1.108
C 5.983 2.130 -1.983
C 7.217 2.751 -1.109
F 6.924 2.821 0.296
F 8.256 1.729 -1.219
C 7.854 4.083 -1.743
F 9.265 4.162 -1.272
F 7.970 3.918 -3.170
S 7.063 5.701 -1.266
F 8.543 6.465 -1.637
F 6.657 5.945 -2.897
F 5.571 5.026 -0.937
F 7.588 5.635 0.320
F 6.394 7.203 -0.947
H 1.596 -1.947 3.090
H 0.402 -3.398 2.666
H -0.206 -1.828 3.432
H -0.811 -3.331 0.358
H -1.412 -1.615 -0.249
H -2.352 -3.344 2.283
H -2.266 -1.529 2.573
H -4.384 -1.291 1.391
H -3.539 -1.835 -0.194
H -8.441 -4.278 1.229
H -7.107 -3.626 2.381
H -10.006 -2.869 2.410
H -8.624 -2.202 3.436
H -10.342 -2.170 0.384
H -9.943 -0.465 -0.222
H -8.800 -2.891 -1.156
H -7.846 -1.231 -1.178
H 2.348 0.301 -1.219
H 2.481 1.177 0.492
H 4.872 -0.206 -1.199
H 5.089 0.420 0.536
H 3.704 2.123 -1.823
H 4.500 2.835 -0.321
H 6.250 1.102 -2.435
H 5.727 2.883 -2.832
K 4.434 -0.469 2.867
C -5.766 -4.009 5.239
C -4.429 -4.411 4.636
C -3.847 -5.626 5.341
O -3.515 -3.319 4.739
H -5.654 -3.741 6.295
H -6.167 -3.127 4.730
H -6.494 -4.820 5.160
H -4.557 -4.629 3.572
H -3.668 -5.413 6.401
H -2.881 -5.898 4.905
H -4.518 -6.485 5.265
H -3.395 -3.118 5.678
N -9.584 0.447 -3.243
C -10.124 0.466 -4.475
C -11.069 1.391 -4.888
C -11.489 2.352 -3.979
C -10.950 2.355 -2.699
C -10.007 1.390 -2.384
H -9.766 -0.307 -5.148
H -11.468 1.361 -5.895
H -12.228 3.093 -4.265
H -11.255 3.090 -1.965
H -9.554 1.353 -1.398
C -0.378 -7.476 5.312
O -0.951 -6.457 4.735
H 0.703 -7.676 5.033
H -0.308 -7.462 6.416
H -0.821 -8.474 5.142
Mg 2.490 -8.012 5.119
F 7.763 5.125 -5.048
C 9.640 7.269 -5.018
C 10.468 7.163 -6.280
C 11.944 7.301 -6.044
O 12.405 7.844 -7.273
C 11.356 8.525 -7.819
O 11.445 9.270 -8.757
O 10.196 8.251 -7.159
H 8.588 7.056 -5.239
H 9.982 6.565 -4.257
H 9.673 8.284 -4.609
H 10.234 6.232 -6.809
H 12.422 6.341 -5.843
H 12.194 7.999 -5.238
Cl 9.954 2.950 0.282
O 5.921 -3.501 5.688
V 6.200 -5.150 6.195
O 6.469 -6.800 6.698

Cartesian forces (eV/Å) of the 3 atoms listed first:
-0.34 0.88 0.68
-1.99 -2.46 0.93
0.49 -0.44 -0.07

Computed properties:
E_LUMO	-8.600	eV
HOMO-LUMO gap	1.16	eV
total charge	+1

Atom charges from the Löwdin analysis, given in e for atoms 1 to 6: -0.09, -0.78, 0.95, -0.21, -0.27, -0.43

***

DFT (wB97M-V/def2-TZVPD) results for C14H12F6IN2O2OsSb as an isolated structure at a distorted geometry.

CARTESIAN COORDINATES (ANGSTROEM)
Os 0.109 -0.425 0.387
C -4.537 -1.069 0.737
C -4.136 0.278 0.343
N -5.002 1.208 0.035
C -4.667 2.387 -0.457
C -3.305 2.758 -0.800
C -3.188 4.121 -1.375
O -1.888 4.536 -1.676
C -2.297 1.857 -0.469
C -0.926 2.131 -0.782
N 0.166 1.462 -0.420
C 1.402 2.099 -0.674
C 1.499 3.508 -0.760
C 2.681 4.110 -1.087
C 3.830 3.336 -1.330
C 3.779 1.943 -1.177
C 2.609 1.355 -0.805
I 2.614 -0.683 -0.281
C -2.679 0.625 0.213
O -1.855 -0.207 0.613
H -5.597 -1.103 0.970
H -3.921 -1.448 1.557
H -4.367 -1.777 -0.094
H -5.484 3.096 -0.585
H -3.674 4.810 -0.666
H -3.844 4.157 -2.260
H -1.892 5.447 -1.992
H -0.788 3.007 -1.396
H 0.642 4.123 -0.515
H 2.732 5.187 -1.163
H 4.761 3.812 -1.608
H 4.668 1.344 -1.326
F 0.061 -2.085 1.407
Sb -0.133 -3.852 0.022
F 0.308 -4.836 1.485
F -1.892 -3.559 0.477
F -0.284 -4.717 -1.570
F -0.456 -2.073 -0.982
F 1.634 -3.289 -0.218

Cartesian forces (eV/Å) of the 3 atoms listed first:
0.34 -1.36 -1.15
-0.17 0.17 -0.19
-0.21 -0.11 0.31

Computed properties:
E_LUMO (alpha / beta)	-14.377 / -14.528	eV
HOMO-LUMO gap (alpha / beta)	4.07 / 3.88	eV
total charge	+3
multiplicity	2

Atom charges from the Löwdin analysis, given in e for atoms 1 to 6: 1.43, 0.07, -0.10, 0.22, 0.13, -0.03

***

DFT (wB97M-V/def2-TZVPD) results for C2H5FIP as an isolated structure at a distorted geometry.

CARTESIAN COORDINATES (ANGSTROEM)
C 0.435 0.015 -0.094
C -1.148 0.045 1.183
F -0.640 0.653 -2.373
P 0.301 1.322 -1.247
I -2.000 2.006 1.077
H 1.230 0.153 0.741
H 0.513 -0.946 -0.607
H -1.750 -0.892 0.960
H -0.597 -0.084 2.169
H 1.416 0.993 -2.112

Cartesian forces (eV/Å) of the 3 atoms listed first:
-1.19 -1.02 4.11
3.21 -1.12 -1.27
-0.93 -0.27 0.13

Computed properties:
E_LUMO	0.148	eV
HOMO-LUMO gap	9.06	eV
total charge	0

Atom charges from the Löwdin analysis, given in e for atoms 1 to 6: -0.44, -0.63, -0.39, 0.67, 0.69, 0.08

***

DFT (wB97M-V/def2-TZVPD) results for a 3-piece molecular cluster, C13H21N2O6S overall at a distorted geometry.

CARTESIAN COORDINATES (ANGSTROEM)
N 4.479 1.003 0.311
C 4.001 2.268 -0.034
C 2.866 2.456 -1.247
C 1.396 2.351 -0.458
C 0.601 3.720 0.003
C -0.830 3.473 0.827
N -1.314 2.066 1.100
C -0.631 0.779 0.693
C 0.817 0.852 -0.137
S 1.628 -0.780 -0.570
H 5.150 1.102 1.106
H 4.323 3.246 0.528
H 3.005 3.515 -1.750
H 2.976 1.652 -2.097
H 1.005 4.818 -0.214
H -1.379 4.461 1.188
H -2.228 1.976 1.636
H -1.054 -0.283 0.965
H 0.638 -1.783 -0.775
C -2.930 -0.533 6.090
O -4.349 -0.390 6.065
C -4.823 0.277 4.983
O -4.152 0.740 4.074
O -6.175 0.340 5.087
C -6.815 1.020 4.009
H -2.661 -1.081 6.997
H -2.585 -1.110 5.225
H -2.443 0.447 6.123
H -6.626 0.506 3.061
H -6.484 2.062 3.959
H -7.893 1.011 4.196
C 3.016 -5.024 -6.680
O 2.421 -3.776 -6.329
C 2.712 -3.353 -5.073
O 3.413 -3.938 -4.263
O 2.087 -2.165 -4.875
C 2.305 -1.595 -3.585
H 2.717 -5.265 -7.704
H 4.108 -4.954 -6.648
H 2.659 -5.821 -6.020
H 3.369 -1.388 -3.430
H 1.919 -2.255 -2.802
H 1.760 -0.649 -3.537

Cartesian forces (eV/Å) of the 3 atoms listed first:
-2.17 6.05 -1.44
1.14 -3.83 0.76
-0.08 0.09 1.20

Computed properties:
E_LUMO	-4.965	eV
HOMO-LUMO gap	7.56	eV
total charge	+1

Atom charges from the Löwdin analysis, given in e for atoms 1 to 6: 0.06, -0.16, -0.14, -0.10, 0.06, 0.03

***

DFT (wB97M-V/def2-TZVPD) results for one molecule with the formula C4H8N2O.

CARTESIAN COORDINATES (ANGSTROEM)
N 1.920 -0.277 -1.117
C 1.196 -0.671 -0.028
O 0.939 -1.841 0.201
C 0.685 0.470 0.845
N -0.662 0.920 0.487
C -1.758 0.016 0.784
C -1.374 0.289 -0.619
H 2.095 -0.974 -1.824
H 1.934 0.693 -1.396
H 0.676 0.111 1.877
H 1.365 1.329 0.795
H -1.503 -0.970 1.165
H -2.639 0.483 1.221
H -0.909 -0.539 -1.153
H -1.964 0.960 -1.238

Cartesian forces (eV/Å) of the 3 atoms listed first:
-0.10 -0.01 -0.05
-0.06 -0.08 0.02
0.09 0.36 -0.06

Computed properties:
E_LUMO	0.927	eV
HOMO-LUMO gap	10.02	eV
total charge	0
structure (SMILES)	NC(=O)CN1CC1

Atom charges from the Löwdin analysis, given in e for atoms 1 to 6: 0.16, -0.56, 0.05, -0.13, -0.10, -0.14

***

DFT (wB97M-V/def2-TZVPD) results for C48H52N7O3P3PbS2Se2 as an isolated structure.

CARTESIAN COORDINATES (ANGSTROEM)
Pb 1.112 1.992 -0.964
Se -1.538 -4.561 2.408
P -1.639 -2.548 3.016
C -0.788 -2.272 4.598
C 0.367 -3.024 4.820
C 0.977 -3.013 6.061
C 0.436 -2.263 7.099
C -0.689 -1.487 6.876
C -1.297 -1.485 5.627
C -3.380 -2.047 3.217
C -4.093 -2.285 4.387
C -5.450 -1.998 4.453
C -6.109 -1.482 3.348
C -5.408 -1.270 2.167
C -4.054 -1.555 2.097
C -0.971 -1.389 1.789
C -0.426 -0.099 1.701
N -0.298 0.165 0.383
N -0.740 -0.869 -0.299
N -1.162 -1.803 0.521
P 0.201 1.124 2.843
Se 1.159 2.826 1.933
C 1.463 0.298 3.844
C 1.623 0.497 5.206
C 2.747 -0.009 5.849
C 3.690 -0.734 5.141
C 3.510 -0.968 3.781
C 2.408 -0.445 3.133
C -1.156 1.689 3.885
C -2.453 1.252 3.652
C -3.497 1.711 4.446
C -3.243 2.610 5.468
C -1.949 3.077 5.683
C -0.909 2.630 4.887
H 0.752 -3.656 4.030
H 1.868 -3.604 6.225
H 0.897 -2.281 8.079
H -1.107 -0.887 7.675
H -2.165 -0.863 5.464
H -3.607 -2.726 5.248
H -5.990 -2.190 5.371
H -7.167 -1.259 3.402
H -5.920 -0.890 1.293
H -3.521 -1.407 1.167
H 0.882 1.041 5.774
H 2.873 0.154 6.911
H 4.563 -1.126 5.647
H 4.235 -1.550 3.227
H 2.272 -0.611 2.070
H -2.658 0.562 2.844
H -4.503 1.358 4.258
H -4.054 2.966 6.091
H -1.756 3.803 6.462
H 0.089 3.028 5.024
C 5.750 4.549 -4.023
C 5.130 5.676 -3.221
C 4.815 6.899 -4.061
O 3.939 5.289 -2.486
P 2.766 4.306 -2.896
S 1.212 4.798 -1.769
S 3.337 2.394 -2.734
O 2.575 4.718 -4.428
C 1.616 4.278 -5.424
C 1.702 2.791 -5.707
C 0.207 4.725 -5.086
H 6.721 4.885 -4.394
H 5.129 4.280 -4.878
H 5.899 3.662 -3.410
H 5.819 5.958 -2.423
H 4.096 6.650 -4.839
H 5.729 7.267 -4.531
H 4.399 7.692 -3.440
H 1.953 4.822 -6.310
H 1.298 2.205 -4.883
H 2.733 2.479 -5.872
H 1.123 2.576 -6.608
H -0.209 4.135 -4.271
H -0.421 4.602 -5.971
H 0.190 5.773 -4.789
C -4.931 -5.227 -3.586
C -3.506 -4.796 -3.365
C -2.572 -4.822 -4.390
C -1.252 -4.426 -4.201
C -0.851 -3.985 -2.946
N 0.463 -3.538 -2.645
C 1.565 -3.712 -3.423
O 1.587 -4.312 -4.480
N 2.772 -3.186 -2.950
C 3.108 -2.250 -1.973
C 4.408 -2.246 -1.467
C 4.800 -1.257 -0.587
C 3.879 -0.289 -0.216
N 2.632 -0.301 -0.673
C 2.251 -1.244 -1.533
C -1.773 -3.954 -1.902
C -3.078 -4.356 -2.115
H -5.056 -5.689 -4.566
H -5.614 -4.377 -3.529
H -5.247 -5.948 -2.831
H -2.871 -5.171 -5.373
H -0.547 -4.469 -5.014
H 0.579 -3.174 -1.712
H 3.534 -3.550 -3.499
H 5.107 -3.011 -1.785
H 5.808 -1.229 -0.199
H 4.145 0.520 0.455
H 1.231 -1.169 -1.896
H -1.477 -3.620 -0.915
H -3.769 -4.338 -1.279
C -4.014 1.332 -3.913
C -2.723 0.704 -4.443
C -1.561 1.097 -3.648
N -0.643 1.388 -3.026
H -4.839 1.086 -4.579
H -3.926 2.416 -3.857
H -4.246 0.953 -2.919
H -2.532 1.000 -5.475
H -2.776 -0.386 -4.419

Cartesian forces (eV/Å) of the 3 atoms listed first:
0.08 0.03 -0.05
0.07 0.06 -0.02
0.00 0.02 -0.02

Computed properties:
E_LUMO	0.203	eV
HOMO-LUMO gap	7.90	eV
total charge	0

Atom charges from the Löwdin analysis, given in e for atoms 1 to 6: 0.85, 0.28, 0.52, -0.34, -0.11, -0.08